14
Properties=species:S:1:pos:R:3 method="wB97M-V/def2-TZVPD" e_lumo_ev=-0.628 homo_lumo_gap_ev=8.09 de_lowest_kj_mol=102.4 homo_energy_ev=-8.7
C 0.109 -1.878 2.323
C -0.420 -0.770 1.717
C -0.077 -0.470 0.272
C -0.126 0.884 -0.160
Cl -0.420 2.115 1.211
C 0.316 1.428 -1.452
Cl 1.128 3.028 -1.557
C 0.004 0.817 -2.641
Cl -0.884 -0.706 -2.725
Cl 0.555 1.539 -4.180
H 0.711 -2.572 1.747
H -0.167 -2.014 3.290
H -0.834 -0.087 2.508
H 0.106 -1.313 -0.352

=====

13
Properties=species:S:1:pos:R:3 method="wB97M-V/def2-TZVPD" e_lumo_ev="-0.653 / -2.307" homo_lumo_gap_ev="8.77 / 6.71" homo_energy_ev="-9.4 / -9.0"
C -1.285 -0.915 -0.578
C -0.605 -0.642 0.599
C -1.179 0.093 -1.612
C 0.144 0.507 0.836
C -0.330 1.033 -1.335
C 0.337 1.403 -0.211
F 2.233 -1.620 1.498
S 2.902 -0.156 1.054
Cl 1.386 2.758 0.051
H -1.930 -1.790 -0.989
H -0.491 -1.339 1.393
H -1.837 0.113 -2.469
H 0.654 0.554 1.761

=====

21
Properties=species:S:1:pos:R:3 method="wB97M-V/def2-TZVPD" e_lumo_ev="-9.501 / -9.501" charge=+2 homo_lumo_gap_ev="6.20 / 6.20" de_lowest_kj_mol=31.6 homo_energy_ev="-15.7 / -15.7"
O -1.550 2.824 -2.834
C -1.281 1.908 -2.215
Lu -0.751 -0.042 -0.976
O 1.420 1.195 -3.416
C 0.800 0.704 -2.575
C 1.189 -0.931 0.046
O 2.112 -1.277 0.652
C -0.889 0.774 1.353
O -0.605 0.339 2.441
C 0.652 1.469 0.195
O 1.520 1.978 0.777
H -1.777 1.480 1.229
N -3.556 -4.011 -2.165
N -2.507 -3.528 -1.403
N -2.214 -4.115 -0.213
C -1.493 -3.153 0.374
N -1.447 -2.024 -0.359
N -2.165 -2.240 -1.483
H -3.487 -3.646 -3.104
H -3.584 -5.018 -2.113
H -1.016 -3.229 1.333

=====

14
Properties=species:S:1:pos:R:3 method="wB97M-V/def2-TZVPD" e_lumo_ev=-0.022 homo_lumo_gap_ev=11.47 de_lowest_kj_mol=90.2 homo_energy_ev=-11.5 smiles="[H]/N=C(/CC#N)C(C#N)C#N"
H 0.442 -1.654 1.963
N -0.126 -1.757 1.135
C -0.023 -0.792 0.344
C -0.908 -0.685 -0.893
C -2.049 0.212 -0.665
N -3.002 0.855 -0.505
C 0.930 0.390 0.560
C 1.984 0.299 -0.465
N 2.795 0.331 -1.315
C 0.322 1.747 0.570
N -0.138 2.819 0.610
H -1.315 -1.713 -1.141
H -0.324 -0.249 -1.734
H 1.413 0.196 1.535

=====

19
Properties=species:S:1:pos:R:3 method="wB97M-V/def2-TZVPD" e_lumo_ev=6.172 charge=-2 homo_lumo_gap_ev=6.66 homo_energy_ev=-0.5
O 1.082 3.363 -0.545
N 1.894 2.581 0.014
O 2.942 3.052 0.427
N 1.662 1.333 0.148
C 0.395 0.805 -0.027
C -0.734 1.620 0.177
C -2.018 1.024 0.086
C -2.126 -0.302 -0.163
C -1.010 -1.110 -0.334
O -1.170 -2.458 -0.532
C 0.303 -0.601 -0.192
N 1.454 -1.349 -0.361
N 1.485 -2.510 0.142
O 0.745 -2.854 1.223
O 2.215 -3.314 -0.371
H -0.618 2.616 0.672
H -3.012 1.530 0.085
H -3.230 -0.707 -0.160
H -0.259 -2.717 -0.289

=====

11
Properties=species:S:1:pos:R:3 method="wB97M-V/def2-TZVPD" e_lumo_ev=0.373 homo_lumo_gap_ev=9.03 de_lowest_kj_mol=266.5 homo_energy_ev=-8.7
C -2.939 0.400 0.113
C -1.734 0.426 0.155
C -0.336 0.595 0.180
C 0.492 -0.428 -0.078
O 0.087 -1.684 -0.356
C 1.904 -0.240 -0.038
C 3.087 -0.040 0.033
H -3.839 0.915 -0.109
H 0.028 1.599 0.369
H -0.884 -1.678 -0.377
H 4.134 0.135 0.108

=====

11
Properties=species:S:1:pos:R:3 method="wB97M-V/def2-TZVPD" e_lumo_ev=-0.260 homo_lumo_gap_ev=9.91 de_lowest_kj_mol=223.9 homo_energy_ev=-10.2 smiles="C#CC(=O)C#CC"
C -3.091 -0.922 -1.376
C -1.972 -1.058 -0.952
C -0.638 -1.356 -0.441
O -0.246 -2.502 -0.357
C 0.200 -0.249 -0.020
C 1.006 0.534 0.421
C 2.006 1.426 0.999
H -4.086 -0.820 -1.753
H 2.975 1.278 0.513
H 2.128 1.192 2.062
H 1.720 2.477 0.903

=====

11
Properties=species:S:1:pos:R:3 method="wB97M-V/def2-TZVPD" e_lumo_ev="-0.860 / -0.860" homo_lumo_gap_ev="8.14 / 8.14" de_lowest_kj_mol=472.9 homo_energy_ev="-9.0 / -9.0" smiles="C#CC(O)=C=C=C"
C 3.128 -0.554 0.767
C 1.991 -0.241 0.518
C 0.649 0.155 0.202
O -0.192 0.158 1.156
C 0.276 0.508 -1.154
C -0.976 0.329 -1.204
C -2.200 0.127 -0.628
H 4.135 -0.834 0.986
H -1.251 0.090 0.584
H -2.770 1.015 -0.354
H -2.789 -0.754 -0.873

=====

11
Properties=species:S:1:pos:R:3 method="wB97M-V/def2-TZVPD" e_lumo_ev=0.094 homo_lumo_gap_ev=10.09 de_lowest_kj_mol=382.6 homo_energy_ev=-10.0 smiles="C#CC(=O)C#CC"
C -1.122 2.075 -2.132
C -1.252 1.269 -1.226
C -0.263 0.152 -1.483
O -0.036 -0.292 -2.586
C 0.347 -0.294 -0.275
C 0.520 -0.684 0.848
C 0.672 -1.092 2.227
H -0.967 2.451 -3.114
H 1.710 -1.349 2.442
H 0.040 -1.963 2.421
H 0.351 -0.274 2.877

=====

11
Properties=species:S:1:pos:R:3 method="wB97M-V/def2-TZVPD" e_lumo_ev=0.564 homo_lumo_gap_ev=9.78 de_lowest_kj_mol=315.6 homo_energy_ev=-9.2 smiles="C#CC#CCC=O"
C 3.230 -0.269 -0.020
C 2.075 0.027 0.132
C 0.803 0.469 0.379
C -0.266 0.983 0.670
C -1.603 0.656 0.185
C -1.512 -0.814 -0.278
O -0.458 -1.346 -0.473
H 4.251 -0.508 -0.178
H -1.597 1.279 -0.715
H -2.495 0.919 0.762
H -2.428 -1.395 -0.465

=====

11
Properties=species:S:1:pos:R:3 method="wB97M-V/def2-TZVPD" e_lumo_ev="-0.041 / -0.041" homo_lumo_gap_ev="8.33 / 8.33" de_lowest_kj_mol=298.1 homo_energy_ev="-8.4 / -8.4" smiles="C#CC(O)=C=C=C"
C 3.228 -0.655 0.499
C 2.082 -0.287 0.497
C 0.736 0.190 0.601
O 0.522 0.877 1.761
C -0.236 0.016 -0.285
C -1.372 -0.038 -0.854
C -2.579 -0.070 -1.373
H 4.242 -0.990 0.514
H -0.419 1.104 1.780
H -3.375 0.461 -0.859
H -2.829 -0.608 -2.280

=====

11
Properties=species:S:1:pos:R:3 method="wB97M-V/def2-TZVPD" e_lumo_ev=-1.360 homo_lumo_gap_ev=8.57 de_lowest_kj_mol=470.7 homo_energy_ev=-9.9
C 0.728 0.111 -1.766
C -0.647 2.514 0.159
C -0.454 1.275 0.344
C -0.145 -0.038 0.400
O 0.457 -0.673 -0.590
C -0.454 -0.829 1.555
C -0.780 -1.378 2.576
H -0.201 0.254 -2.326
H 1.457 -0.463 -2.336
H 1.115 1.096 -1.495
H -1.075 -1.870 3.480